# 1
ORCA calculation (wB97M-V/def2-TZVPD) on a structure of composition C26H29ClGeN3O8RuSe.

For the energy relative to the best compared isomer or geometry (same formula, charge and spin), the calculation gives 0.0 kcal/mol. Its spin multiplicity is 6. The value obtained for the lowest unoccupied orbital energy (alpha / beta) is -0.6 / -1.5 eV.

```
70
Properties=species:S:1:pos:R:3:mulliken_spin:R:1
Ru -0.579 0.442 0.667 4.01
O 1.415 2.405 3.909 0.03
C 0.659 1.797 3.177 0.00
O 0.681 1.774 1.888 0.16
C -0.459 0.957 3.770 0.01
C -0.768 0.870 5.116 0.00
C -1.854 0.087 5.488 0.00
C -2.605 -0.569 4.518 0.00
C -2.227 -0.423 3.196 0.00
N -1.173 0.308 2.862 0.09
C -2.950 -1.016 2.002 0.01
O -3.879 -1.786 2.165 0.03
O -2.488 -0.599 0.871 0.14
H -0.164 1.414 5.828 0.00
H -2.123 -0.003 6.532 0.00
H -3.467 -1.175 4.755 0.00
Cl -0.271 5.723 -4.557 0.00
C -0.617 4.627 -3.244 0.01
C -0.996 5.160 -1.999 0.00
C -1.275 4.336 -0.946 0.03
C -1.174 2.924 -1.071 0.00
O -1.468 2.173 -0.066 0.16
C -0.777 2.408 -2.335 0.00
C -0.618 0.996 -2.555 0.02
O -0.577 0.124 -1.686 0.06
C -0.521 3.277 -3.418 -0.01
H -1.066 6.234 -1.884 0.00
H -1.572 4.734 0.015 0.00
H -0.483 0.684 -3.603 0.01
H -0.221 2.864 -4.374 0.00
O 2.547 3.869 -4.629 0.00
C 3.116 4.391 -3.444 0.00
N 2.903 3.484 -2.348 0.00
C 3.916 2.826 -1.723 0.00
O 5.093 3.028 -1.944 0.00
C 3.495 1.791 -0.713 0.00
C 4.393 1.380 0.263 0.00
C 3.999 0.410 1.169 0.00
C 2.722 -0.115 1.068 0.01
N 1.860 0.259 0.124 0.06
C 2.251 1.189 -0.743 -0.01
H 1.957 4.534 -4.999 0.00
H 2.671 5.360 -3.205 0.00
H 4.193 4.499 -3.560 0.00
H 1.954 3.341 -2.045 0.00
H 5.378 1.828 0.293 0.00
H 4.660 0.073 1.955 0.00
H 2.365 -0.857 1.775 0.00
H 1.527 1.452 -1.503 0.00
C -0.490 -6.107 -0.202 0.00
Ge -1.999 -4.943 0.240 0.00
C -3.635 -5.555 -0.630 0.00
C -2.238 -4.824 2.167 0.00
C -1.580 -3.143 -0.449 0.01
Se -0.002 -2.395 0.427 0.16
C 1.236 -2.596 -1.051 0.00
H -0.630 -7.101 0.223 0.00
H 0.434 -5.692 0.204 0.00
H -0.381 -6.212 -1.282 0.00
H -3.903 -6.550 -0.273 0.00
H -3.514 -5.598 -1.712 0.00
H -4.454 -4.874 -0.397 0.00
H -2.497 -5.803 2.573 0.00
H -3.036 -4.120 2.401 0.00
H -1.321 -4.484 2.648 0.00
H -2.388 -2.441 -0.259 0.01
H -1.359 -3.150 -1.517 0.00
H 1.216 -3.636 -1.368 0.00
H 2.232 -2.335 -0.705 0.00
H 0.929 -1.931 -1.855 0.00
```

=====

# 2
ORCA calculation (wB97M-V/def2-TZVPD) on a cluster of 2 separate species, C32H39NO2 in total in a non-equilibrium geometry.

For the energy relative to the best compared isomer or geometry (same formula, charge and spin), the calculation gives 70.4 kcal/mol. The value obtained for the lowest unoccupied orbital energy is -2.8 eV.

```
74
Properties=species:S:1:pos:R:3:lowdin_charge:R:1
C -4.661 3.020 4.458 -0.06
C -3.842 2.039 3.679 -0.28
C -3.192 1.018 4.367 -0.03
C -2.470 0.029 3.705 -0.20
C -1.883 -1.045 4.582 -0.05
C -2.327 0.087 2.306 -0.11
C -1.520 -0.970 1.576 -0.32
C -2.181 -2.353 1.576 -0.03
C -0.028 -1.069 2.022 -0.12
C 0.716 0.184 1.884 0.16
C 1.996 0.485 2.364 -0.08
C 2.497 1.828 2.180 -0.16
C 1.644 2.868 1.518 -0.03
C 3.766 2.174 2.617 0.01
C 4.602 1.249 3.254 -0.21
C 5.975 1.648 3.695 -0.03
C 4.123 -0.051 3.462 0.01
C 2.865 -0.459 3.039 -0.14
C 2.478 -1.869 3.335 -0.02
C -2.970 1.129 1.594 -0.20
C -2.908 1.239 0.092 -0.04
C -3.703 2.093 2.290 -0.01
H -5.110 3.772 3.806 0.07
H -5.461 2.508 5.007 0.08
H -4.040 3.528 5.206 0.08
H -3.261 0.975 5.457 0.12
H -1.546 -1.937 4.054 0.05
H -1.045 -0.649 5.175 0.09
H -2.640 -1.376 5.309 0.09
H -1.469 -0.680 0.518 0.07
H -3.221 -2.249 1.242 0.10
H -1.650 -2.999 0.864 0.09
H -2.185 -2.827 2.565 0.06
H 0.016 -1.423 3.057 0.09
H 0.425 -1.844 1.377 0.15
H 0.195 0.943 1.299 0.13
H 2.179 3.825 1.514 0.09
H 1.414 2.609 0.475 0.11
H 0.695 3.020 2.051 0.10
H 4.122 3.196 2.464 0.13
H 6.475 0.801 4.174 0.08
H 6.585 1.978 2.844 0.10
H 5.940 2.482 4.409 0.10
H 4.773 -0.768 3.970 0.13
H 3.371 -2.433 3.624 0.09
H 1.788 -1.936 4.187 0.11
H 2.038 -2.376 2.474 0.09
H -3.488 2.114 -0.223 0.07
H -1.887 1.359 -0.293 0.07
H -3.337 0.364 -0.413 0.10
H -4.181 2.897 1.723 0.11
C 2.133 -7.405 -2.109 -0.11
C 1.663 -6.445 -1.204 -0.09
C 1.919 -5.089 -1.435 -0.05
C 2.706 -4.697 -2.522 -0.23
C 2.972 -3.220 -2.738 -0.13
C 1.673 -2.452 -2.995 -0.39
C 1.794 -1.000 -3.442 -0.15
O 0.724 -0.319 -2.791 -0.02
C 0.230 -1.161 -1.824 -0.61
O -0.707 -0.759 -1.124 -0.03
N 0.890 -2.341 -1.799 0.08
C 3.179 -5.659 -3.428 -0.05
C 2.868 -7.007 -3.234 -0.10
H 1.916 -8.462 -1.944 0.09
H 1.095 -6.733 -0.319 0.09
H 1.490 -4.308 -0.802 0.09
H 3.402 -2.776 -1.826 0.12
H 3.651 -3.074 -3.586 0.11
H 1.132 -2.994 -3.809 0.15
H 2.748 -0.588 -3.089 0.11
H 1.689 -0.872 -4.523 0.12
H 3.780 -5.324 -4.279 0.11
H 3.209 -7.747 -3.960 0.09
```

=====

# 3
ORCA calculation (wB97M-V/def2-TZVPD) on a cluster of 7 separate species, C31H37N5O6 in total in a non-equilibrium geometry.

For the energy relative to the best compared isomer or geometry (same formula, charge and spin), the calculation gives 33.6 kcal/mol. The value obtained for the lowest unoccupied orbital energy is 0.5 eV. As for the SMILES: COC(=O)OC.COC(=O)OC.c1ccncc1.c1ccncc1.c1ccncc1.c1ccncc1.c1ccncc1.

```
79
Properties=species:S:1:pos:R:3:lowdin_charge:R:1
N 12.616 -21.254 -5.204 0.06
C 11.488 -20.837 -4.589 -0.13
C 10.508 -20.161 -5.279 -0.05
C 10.795 -19.740 -6.607 -0.06
C 12.059 -19.915 -7.133 -0.08
C 12.904 -20.718 -6.386 -0.17
H 11.367 -21.184 -3.627 0.08
H 9.618 -19.842 -4.827 0.07
H 10.053 -19.107 -7.091 0.10
H 12.384 -19.478 -8.077 0.09
H 13.902 -20.947 -6.736 0.09
N 18.056 -20.662 -3.636 0.07
C 16.950 -20.833 -4.392 -0.17
C 15.777 -21.408 -4.018 -0.09
C 15.541 -21.689 -2.659 -0.07
C 16.618 -21.463 -1.850 -0.08
C 17.882 -20.989 -2.359 -0.13
H 16.977 -20.495 -5.454 0.10
H 15.071 -21.695 -4.818 0.08
H 14.622 -22.072 -2.248 0.10
H 16.571 -21.732 -0.791 0.10
H 18.788 -20.992 -1.717 0.11
N 12.253 -12.825 -1.409 0.05
C 11.634 -13.033 -0.214 -0.12
C 10.863 -14.189 0.022 -0.09
C 10.528 -15.073 -0.961 -0.09
C 11.042 -14.811 -2.246 -0.05
C 11.951 -13.702 -2.353 -0.17
H 11.721 -12.267 0.515 0.09
H 10.402 -14.364 0.987 0.10
H 9.766 -15.803 -0.812 0.10
H 10.943 -15.374 -3.156 0.09
H 12.496 -13.605 -3.327 0.10
N 15.204 -16.748 -3.711 0.06
C 15.346 -15.394 -3.882 -0.15
C 14.924 -14.744 -5.001 -0.11
C 14.173 -15.402 -5.975 -0.07
C 13.980 -16.763 -5.779 -0.07
C 14.489 -17.390 -4.625 -0.16
H 15.986 -14.865 -3.232 0.09
H 15.135 -13.667 -4.977 0.11
H 13.821 -14.823 -6.811 0.10
H 13.397 -17.399 -6.480 0.10
H 14.331 -18.477 -4.484 0.10
N 14.451 -19.435 -9.864 0.04
C 15.506 -19.531 -9.083 -0.15
C 16.260 -20.712 -8.951 -0.08
C 15.965 -21.790 -9.720 -0.10
C 14.902 -21.676 -10.592 -0.07
C 14.160 -20.477 -10.591 -0.18
H 15.789 -18.696 -8.386 0.12
H 17.117 -20.773 -8.228 0.10
H 16.528 -22.701 -9.679 0.10
H 14.568 -22.552 -11.210 0.12
H 13.400 -20.313 -11.383 0.11
C 7.598 -17.257 -5.383 0.00
O 7.729 -15.792 -5.589 0.00
C 7.640 -15.090 -4.454 -0.62
O 7.415 -15.588 -3.373 0.10
O 7.784 -13.776 -4.695 0.00
C 7.706 -12.981 -3.488 -0.01
H 7.783 -17.653 -6.348 0.07
H 6.577 -17.507 -5.065 0.10
H 8.290 -17.568 -4.629 0.07
H 7.930 -12.005 -3.870 0.09
H 8.547 -13.277 -2.888 0.08
H 6.718 -13.057 -3.037 0.10
C 20.702 -21.056 -7.804 -0.03
O 20.938 -20.310 -6.585 0.00
C 19.940 -19.400 -6.379 -0.56
O 18.890 -19.267 -7.033 0.04
O 20.260 -18.674 -5.319 0.01
C 19.194 -17.778 -4.998 -0.04
H 20.478 -22.101 -7.585 0.09
H 21.627 -21.037 -8.359 0.08
H 19.881 -20.511 -8.293 0.08
H 19.102 -16.990 -5.743 0.10
H 19.567 -17.350 -4.086 0.09
H 18.293 -18.366 -4.821 0.07
```

=====

# 4
ORCA calculation (wB97M-V/def2-TZVPD) on a cluster of 9 separate species, C28H60ClF4N9O10S in total in a non-equilibrium geometry.

The value obtained for the lowest unoccupied orbital energy is 0.2 eV. As for the SMILES: O=S(=O)(F)N(Cl)CCC(F)=C(F)F.CNC(C)=O.CNC(C)=O.CNC(C)=O.CNC(C)=O.CNC(C)=O.CNC(C)=O.CNC(C)=O.CNC(C)=O.

```
113
Properties=species:S:1:pos:R:3:lowdin_charge:R:1
O 1.235 5.237 -2.363 -0.23
S 0.565 4.037 -2.065 0.51
O -0.476 4.185 -1.132 -0.24
F -0.061 3.408 -3.342 -0.13
N 1.571 2.853 -1.435 -0.62
Cl 2.418 1.971 -2.656 0.68
C 2.440 3.380 -0.356 -0.23
C 1.664 3.194 1.003 -0.08
C 2.534 2.665 2.110 -0.22
F 2.690 1.320 2.229 0.05
C 3.125 3.478 3.035 -0.31
F 2.694 3.504 4.273 0.16
F 4.121 4.256 2.699 0.17
H 2.699 4.438 -0.474 0.12
H 3.384 2.847 -0.256 0.08
H 0.888 2.433 0.842 0.14
H 1.172 4.120 1.301 0.12
C -4.847 4.169 2.863 0.00
C -3.403 4.367 2.472 -0.55
O -2.489 4.230 3.274 0.02
N -3.136 4.707 1.185 0.01
C -4.066 4.915 0.091 -0.08
H -4.899 3.903 3.915 0.08
H -5.408 5.092 2.711 0.09
H -5.292 3.363 2.279 0.06
H -2.151 4.822 0.998 0.12
H -3.818 4.214 -0.708 0.08
H -3.941 5.935 -0.279 0.08
H -5.099 4.767 0.394 0.07
C 0.721 -1.522 3.357 -0.01
C 0.233 -1.658 1.935 -0.55
O -0.355 -0.756 1.358 0.02
N 0.470 -2.837 1.301 0.00
C 1.146 -4.013 1.819 -0.09
H 0.461 -0.533 3.726 0.08
H 0.246 -2.267 3.996 0.09
H 1.805 -1.633 3.396 0.08
H 0.118 -2.861 0.357 0.13
H 2.010 -4.228 1.183 0.08
H 0.457 -4.860 1.777 0.08
H 1.481 -3.873 2.841 0.03
C 4.564 -4.593 5.846 -0.01
C 3.821 -4.857 4.561 -0.53
O 2.718 -4.378 4.340 0.02
N 4.418 -5.653 3.637 0.01
C 5.711 -6.308 3.712 -0.07
H 3.961 -3.945 6.475 0.08
H 4.743 -5.527 6.380 0.09
H 5.512 -4.094 5.642 0.09
H 3.864 -5.785 2.804 0.14
H 6.333 -5.963 2.884 0.08
H 5.569 -7.386 3.618 0.08
H 6.214 -6.095 4.649 0.07
C 7.630 1.975 -1.693 0.00
C 6.420 2.197 -0.824 -0.54
O 5.677 3.157 -0.973 0.02
N 6.172 1.283 0.150 0.01
C 6.934 0.091 0.476 -0.07
H 7.700 2.779 -2.420 0.09
H 8.537 1.975 -1.087 0.07
H 7.543 1.029 -2.229 0.09
H 5.349 1.488 0.697 0.13
H 6.286 -0.782 0.377 0.08
H 7.273 0.159 1.511 0.08
H 7.795 -0.026 -0.176 0.07
C 11.743 2.353 -0.504 -0.01
C 11.481 0.882 -0.296 -0.56
O 10.801 0.228 -1.072 0.02
N 12.032 0.291 0.798 0.00
C 12.862 0.893 1.825 -0.08
H 11.240 2.676 -1.412 0.08
H 11.351 2.932 0.334 0.09
H 12.812 2.538 -0.615 0.09
H 11.816 -0.691 0.872 0.14
H 13.824 0.379 1.851 0.08
H 12.373 0.770 2.794 0.08
H 13.026 1.949 1.640 0.07
C -5.999 1.312 0.173 0.00
C -7.329 1.676 0.782 -0.56
O -7.695 2.840 0.897 0.01
N -8.129 0.669 1.208 0.02
C -7.877 -0.761 1.158 -0.08
H -5.478 2.221 -0.117 0.06
H -5.386 0.779 0.901 0.09
H -6.147 0.698 -0.716 0.08
H -9.000 0.989 1.601 0.14
H -8.661 -1.232 0.570 0.05
H -7.909 -1.158 2.176 0.08
H -6.914 -0.986 0.715 0.08
C -10.764 -1.572 -2.184 -0.01
C -9.324 -1.348 -2.577 -0.54
O -8.405 -1.482 -1.777 0.01
N -9.068 -0.991 -3.858 0.01
C -10.005 -0.786 -4.946 -0.08
H -10.805 -1.851 -1.134 0.08
H -11.342 -0.657 -2.322 0.09
H -11.199 -2.379 -2.774 0.08
H -8.087 -0.857 -4.052 0.13
H -9.750 -1.474 -5.751 0.07
H -9.901 0.236 -5.311 0.09
H -11.033 -0.954 -4.639 0.07
C -5.414 -2.570 -7.204 -0.01
C -6.630 -2.412 -6.327 -0.54
O -7.419 -1.488 -6.472 0.02
N -6.833 -3.336 -5.353 0.01
C -6.021 -4.492 -5.025 -0.07
H -5.392 -1.760 -7.927 0.08
H -4.504 -2.525 -6.604 0.09
H -5.455 -3.517 -7.745 0.09
H -7.664 -3.166 -4.806 0.13
H -6.629 -5.393 -5.121 0.08
H -5.685 -4.406 -3.990 0.09
H -5.157 -4.573 -5.676 0.07
```

=====

# 5
ORCA calculation (wB97M-V/def2-TZVPD) on a cluster of 2 separate species, C9H14N4 in total in a non-equilibrium geometry.

For the energy relative to the best compared isomer or geometry (same formula, charge and spin), the calculation gives 62.9 kcal/mol. The value obtained for the lowest unoccupied orbital energy is 0.6 eV. As for the SMILES: CCc1c[nH]cn1.Cc1c[nH]cn1.

```
27
Properties=species:S:1:pos:R:3:nbo_charge:R:1
C 1.394 0.292 0.696 -0.42
C 1.695 0.426 2.283 -0.60
C 0.602 1.512 0.195 0.14
C 1.050 2.394 -0.855 -0.15
C -0.910 3.128 -0.027 0.15
N -0.600 2.043 0.752 -0.49
N 0.089 3.443 -0.894 -0.51
H 2.246 0.141 0.263 0.19
H 0.721 -0.638 0.412 0.23
H 0.827 0.888 2.686 0.23
H 1.856 2.218 -1.490 0.22
H -1.690 3.781 0.213 0.20
H -0.135 4.129 -1.513 0.41
H 2.686 0.875 2.397 0.21
H 1.806 -0.722 2.663 0.20
C -0.557 -3.864 -0.111 -0.63
C -0.591 -1.660 -1.632 -0.12
C -1.070 -2.497 -0.575 0.10
C -2.012 -0.364 -0.299 0.16
N -1.179 -0.357 -1.452 -0.53
N -1.840 -1.635 0.162 -0.49
H 0.189 -1.782 -2.357 0.21
H -0.992 0.341 -2.077 0.40
H 0.091 -3.736 0.904 0.22
H 0.122 -4.206 -0.822 0.21
H -2.503 0.488 0.202 0.25
H -1.295 -4.637 0.278 0.24
```

=====

# 6
ORCA calculation (wB97M-V/def2-TZVPD) on an isolated molecule of C6H11NOS2 in a non-equilibrium geometry.

For the energy relative to the best compared isomer or geometry (same formula, charge and spin), the calculation gives 37.1 kcal/mol. The value obtained for the lowest unoccupied orbital energy is 0.1 eV.

```
21
Properties=species:S:1:pos:R:3:nbo_charge:R:1
C -0.781 -0.407 0.188 0.17
C -0.107 0.552 -0.692 -0.24
C -0.253 2.220 -2.761 -0.69
C 1.427 0.638 -0.501 -0.62
C 0.226 -2.839 2.872 -0.76
C -0.772 1.317 -1.593 0.43
N -0.535 -1.167 1.165 -0.64
O -2.112 1.223 -1.635 -0.65
S 0.976 0.119 3.463 -0.51
S 0.885 -1.338 2.139 0.82
H -1.743 -0.674 -0.321 0.14
H 0.756 2.709 -2.452 0.24
H -1.126 2.911 -2.901 0.24
H -0.265 1.674 -3.784 0.25
H 1.784 -0.398 -0.800 0.21
H 1.652 0.857 0.487 0.23
H 1.864 1.387 -1.115 0.21
H -0.632 -2.724 3.459 0.24
H 0.959 -3.236 3.652 0.24
H 0.161 -3.510 2.089 0.23
H -2.364 0.686 -0.960 0.47
```

=====

# 7
ORCA calculation (wB97M-V/def2-TZVPD) on a cluster of 3 separate species, C34H31ClN2O5 in total.

The value obtained for the lowest unoccupied orbital energy is -0.9 eV. As for the SMILES: O=C1c2ccccc2C(=O)c2ccccc21.O=C1c2ccccc2C(=O)c2ccccc21.CCCNNC[C@@H](Cl)OC.

```
73
Properties=species:S:1:pos:R:3:lowdin_charge:R:1
C -2.191 -0.937 6.684 -0.11
C -2.731 -1.533 5.374 -0.24
C -1.863 -1.236 4.150 -0.23
N -0.879 -2.302 3.893 -0.07
N 0.458 -1.755 3.754 -0.07
C 1.146 -1.928 5.028 -0.25
C 2.531 -1.312 4.980 -0.71
Cl 3.567 -2.327 3.916 0.66
O 2.587 -0.040 4.425 -0.23
C 1.824 0.948 5.111 -0.07
H -1.544 -0.080 6.482 0.06
H -2.993 -0.576 7.324 0.06
H -1.597 -1.663 7.235 0.06
H -2.739 -2.618 5.480 0.10
H -3.746 -1.185 5.197 0.10
H -2.495 -1.075 3.273 0.11
H -1.303 -0.309 4.288 0.10
H -1.107 -2.742 3.013 0.10
H 0.940 -2.334 3.076 0.09
H 0.557 -1.433 5.803 0.10
H 1.228 -2.978 5.319 0.12
H 3.006 -1.352 5.962 0.11
H 1.029 1.295 4.454 0.09
H 1.397 0.571 6.040 0.08
H 2.481 1.782 5.349 0.09
C 0.886 -0.710 0.151 -0.05
C 1.913 -0.337 1.010 -0.06
C 3.211 -0.234 0.536 0.01
C 3.484 -0.513 -0.797 -0.08
C 2.451 -0.897 -1.658 -0.09
C 1.149 -0.983 -1.180 -0.02
C 2.728 -1.243 -3.079 -0.29
O 1.834 -1.570 -3.833 0.09
C 4.139 -1.170 -3.555 -0.08
C 4.427 -1.522 -4.868 0.00
C 5.728 -1.450 -5.332 -0.06
C 6.748 -1.022 -4.490 -0.06
C 6.468 -0.672 -3.180 0.00
C 5.165 -0.749 -2.706 -0.08
C 4.888 -0.388 -1.286 -0.28
O 5.776 -0.005 -0.555 0.11
H -0.128 -0.783 0.524 0.11
H 1.704 -0.137 2.054 0.08
H 4.018 0.053 1.195 0.12
H 0.350 -1.271 -1.849 0.12
H 3.624 -1.850 -5.513 0.12
H 5.951 -1.728 -6.354 0.11
H 7.764 -0.963 -4.857 0.11
H 7.252 -0.340 -2.514 0.12
C -0.066 1.231 -3.451 -0.06
C -0.035 2.122 -2.383 -0.05
C -1.212 2.653 -1.884 0.00
C -2.428 2.299 -2.455 -0.08
C -2.459 1.415 -3.536 -0.08
C -1.274 0.879 -4.027 0.01
C -3.747 1.040 -4.187 -0.28
O -3.778 0.264 -5.118 0.11
C -4.999 1.654 -3.656 -0.08
C -6.208 1.356 -4.271 0.00
C -7.382 1.907 -3.789 -0.06
C -7.355 2.755 -2.686 -0.06
C -6.153 3.057 -2.071 0.00
C -4.970 2.513 -2.556 -0.08
C -3.684 2.869 -1.890 -0.28
O -3.663 3.597 -0.921 0.10
H 0.850 0.805 -3.834 0.10
H 0.912 2.395 -1.934 0.11
H -1.201 3.340 -1.049 0.12
H -1.309 0.185 -4.855 0.12
H -6.215 0.693 -5.125 0.12
H -8.323 1.677 -4.271 0.11
H -8.275 3.181 -2.308 0.11
H -6.117 3.716 -1.215 0.12
```